Entry 1:
A structure of composition C30H20Br2N2NaO4P at a distorted geometry, computed with wB97M-V/def2-TZVPD.

Calculated values
charge: -2

XYZ file:
```
60
Properties=species:S:1:pos:R:3:forces:R:3:mulliken_charge:R:1
Na 13.261604 18.702450 10.612127 0.10 -0.28 0.19 1.05
O 10.418384 21.260688 9.233590 -0.25 1.77 -0.76 -0.76
C 10.597149 20.083589 9.464725 0.65 -0.79 1.21 0.38
O 11.725717 19.509884 9.501285 -0.51 -0.41 -0.44 -0.72
C 9.332806 19.318756 9.919576 1.02 -0.06 -0.31 0.44
C 8.165151 20.024186 9.624274 -0.67 -0.96 0.43 -0.96
C 6.926446 19.538005 10.008453 -0.42 0.93 -0.47 -0.19
C 6.854183 18.337778 10.713579 -0.49 0.63 -0.20 -1.02
C 8.030030 17.665542 10.992072 0.13 -0.36 0.31 -0.10
C 9.315170 18.079736 10.616649 -1.56 1.19 -0.39 0.52
P 10.772492 17.024318 10.919591 1.36 0.70 -0.29 0.23
C 10.490901 16.070407 12.486807 -0.62 0.35 -0.52 0.44
C 9.804971 14.849806 12.550676 -0.76 -0.60 -0.51 -0.28
C 9.390731 14.302418 13.735425 -0.14 1.05 2.28 -1.00
C 9.707868 14.997639 14.946793 -0.57 -1.64 -0.52 -0.30
C 10.423636 16.142432 14.902918 1.53 1.33 -1.16 -0.55
C 10.849164 16.721568 13.674638 -0.98 -1.13 0.11 -0.68
C 10.675488 16.051495 9.345994 -0.04 0.55 0.05 1.00
C 10.617616 14.688090 9.282300 1.04 -1.66 -0.80 -0.25
C 10.750760 13.963543 8.069030 -0.81 0.47 0.30 -0.71
C 10.743933 14.682177 6.880992 0.25 -0.05 -0.04 -0.28
C 10.760048 16.090309 6.904550 0.09 -0.85 1.90 -0.97
C 10.779068 16.759284 8.130523 -0.47 0.53 -0.38 -0.20
H 8.175470 20.956908 9.087525 0.54 0.05 0.00 0.45
H 6.081700 20.217486 9.705546 0.44 -1.25 0.62 0.25
H 5.883422 17.954497 11.044853 0.45 -0.02 -0.07 0.38
H 7.947484 16.762171 11.555176 -0.06 -0.63 0.29 0.44
H 9.474364 14.307801 11.663759 0.21 0.42 0.04 0.62
H 8.704039 13.467686 13.832954 0.39 -0.21 -0.49 0.40
H 9.453474 14.608786 15.940068 -0.16 -0.07 -0.54 0.32
H 10.789519 16.581090 15.808395 -0.11 0.37 0.46 0.36
H 11.377637 17.661613 13.666284 0.17 0.05 -0.08 0.41
H 10.646065 14.093501 10.166182 -0.19 -0.29 0.48 0.18
H 10.734864 12.855962 8.082703 0.02 0.87 0.09 0.29
H 10.754816 14.124962 5.945125 0.03 0.26 0.04 0.36
H 10.792797 16.685599 6.036800 0.01 0.40 -1.10 0.47
H 10.809736 17.864342 8.121211 0.12 -0.82 0.14 0.01
C 13.689816 10.824126 10.166344 0.79 0.04 -0.44 -1.18
C 12.548541 9.881334 9.879474 0.83 -0.41 -0.59 0.67
C 12.814806 8.523410 9.472928 0.35 2.53 0.49 -0.66
C 11.804657 7.721949 9.190197 -1.24 -1.50 0.11 -0.83
C 10.474242 8.210678 9.379238 -0.41 -0.94 0.11 1.12
C 9.338861 7.378494 9.378339 -0.02 -0.59 -0.44 0.02
Br 9.544478 5.493773 9.263328 0.10 -0.51 -0.07 -0.33
C 8.056466 7.848642 9.428575 -0.25 1.59 0.27 -0.59
C 7.852377 9.233696 9.506141 0.57 -0.94 -0.32 0.09
Br 6.080672 9.923521 9.413734 0.06 -0.13 0.11 -0.23
C 8.916783 10.200658 9.609095 -0.49 -1.70 0.49 -0.09
O 8.640364 11.380137 9.746330 0.79 1.74 0.01 -0.70
C 10.279589 9.568909 9.648290 0.09 1.09 -0.12 0.06
N 11.353575 10.378273 9.913547 -0.89 0.05 -0.18 -0.26
H 14.500409 10.856461 9.385406 -0.84 -0.34 0.51 0.31
H 14.191575 10.596226 11.111383 -0.08 -0.02 0.01 0.27
H 13.282441 11.821830 10.217269 -0.09 0.32 0.17 0.23
H 13.820050 8.252695 9.333680 1.21 -0.51 -0.07 0.45
H 12.016313 6.679567 8.901530 -0.48 0.60 0.07 0.27
H 7.190546 7.210248 9.462240 0.00 -0.30 -0.15 0.39
O 16.852052 18.384826 13.215982 0.78 0.38 0.55 -0.70
C 15.847726 18.264672 12.577712 -0.68 -0.70 -0.52 0.48
N 14.866211 18.053348 11.943564 0.13 0.38 0.08 -0.82
```
Positions in Å, forces in eV/Å.

Entry 2:
The ion CH5BrN3O with charge +1 at a distorted geometry, computed with wB97M-V/def2-TZVPD.

Calculated values
charge: +1
SMILES: N/C(O)=[NH+]/NBr

XYZ file:
```
11
Properties=species:S:1:pos:R:3:forces:R:3:mulliken_charge:R:1
N -0.418035 0.402794 1.832284 0.93 1.02 -0.82 -0.39
C -0.022332 0.477878 0.550238 0.02 -0.72 -1.28 0.67
O 0.219436 1.533836 -0.144292 0.65 1.06 -0.41 -0.43
N 0.050578 -0.702770 -0.086645 0.37 0.30 -1.26 0.14
N 0.471154 -0.597030 -1.408961 -0.11 -0.20 -1.69 -0.73
Br -0.881624 -0.698587 -2.867023 0.60 -0.08 1.39 0.11
H -1.235319 -0.124789 2.002154 -0.68 -0.89 0.30 0.25
H -0.198481 1.093837 2.521531 0.02 0.67 -0.08 0.25
H 0.614168 1.438000 -1.121721 -1.02 -0.83 2.78 0.51
H 0.250451 -1.517766 0.458369 -0.22 -0.66 0.12 0.27
H 1.150005 -1.305402 -1.735934 -0.55 0.31 0.96 0.35
```
Positions in Å, forces in eV/Å.

Let's list gap between HOMO and LUMO in order: 5.90; 9.58 eV.
Let's list energy above the lowest of the compared OMol25 structures with the same formula, charge and spin in order: 0.0; 0.0 kcal/mol.